# 1
The following is a DFT calculation (wB97M-V/def2-TZVPD) of a molecular structure, C28H68N2Na3O11V2 in a non-equilibrium geometry.

Each line ends with the Löwdin spin population.
Cartesian coordinates (Å):
Na (-16.903, -32.205, 4.213)  0.02
Na (-15.540, -28.905, 9.310)  0.14
Na (-14.588, -29.210, 2.671)  0.01
V (-14.373, -30.734, 6.201)  3.12
V (-12.111, -28.765, 8.105)  3.48
O (-16.021, -29.823, 4.963)  0.03
C (-16.218, -28.467, 5.170)  0.00
C (-15.074, -27.735, 6.126)  0.01
O (-14.262, -28.468, 7.075)  0.14
H (-17.181, -28.402, 5.675)  0.00
H (-16.380, -27.947, 4.226)  0.00
H (-15.624, -27.027, 6.747)  0.00
H (-14.576, -26.988, 5.508)  0.00
O (-12.907, -30.341, 4.382)  0.01
C (-11.681, -29.656, 4.044)  0.00
C (-11.085, -28.321, 4.730)  0.00
O (-10.822, -28.143, 6.132)  0.01
H (-11.887, -29.225, 3.064)  0.00
H (-10.905, -30.412, 3.928)  0.00
H (-11.758, -27.470, 4.625)  0.00
H (-10.217, -28.002, 4.152)  0.00
C (-16.764, -22.167, 5.726)  0.00
C (-18.248, -21.811, 5.794)  0.00
C (-18.784, -21.649, 4.379)  0.00
C (-18.814, -23.009, 3.589)  0.00
C (-19.915, -23.812, 4.355)  0.00
C (-19.469, -24.093, 5.847)  0.00
N (-19.116, -22.801, 6.461)  0.00
O (-19.015, -22.820, 7.842)  0.00
C (-20.808, -24.693, 6.425)  0.00
C (-18.439, -25.212, 6.055)  0.00
C (-18.502, -20.371, 6.356)  0.00
H (-16.352, -21.412, 5.057)  0.00
H (-16.518, -23.024, 5.100)  0.00
H (-16.321, -22.137, 6.722)  0.00
H (-19.843, -21.394, 4.400)  0.00
H (-18.186, -20.891, 3.872)  0.00
H (-17.846, -23.508, 3.540)  0.00
H (-19.176, -22.688, 2.612)  0.00
H (-20.024, -24.679, 3.702)  0.00
H (-20.826, -23.214, 4.349)  0.00
H (-21.134, -25.610, 5.936)  0.00
H (-20.866, -24.889, 7.495)  0.00
H (-21.647, -24.006, 6.308)  0.00
H (-18.898, -26.187, 5.890)  0.00
H (-17.514, -25.096, 5.490)  0.00
H (-18.167, -25.222, 7.111)  0.00
H (-17.674, -19.813, 5.920)  0.00
H (-18.567, -20.301, 7.442)  0.00
H (-19.513, -20.001, 6.186)  0.00
H (-18.090, -22.741, 8.087)  0.00
C (-15.340, -32.328, -0.922)  0.00
C (-14.833, -31.033, -0.201)  0.00
C (-14.279, -30.077, -1.318)  0.00
C (-15.374, -29.247, -2.047)  0.00
C (-16.259, -28.536, -1.043)  0.00
C (-16.923, -29.447, 0.110)  0.00
N (-15.923, -30.407, 0.610)  0.00
O (-16.309, -31.129, 1.794)  0.00
C (-17.349, -28.438, 1.169)  0.00
C (-18.152, -30.154, -0.485)  0.00
C (-13.592, -31.363, 0.656)  0.00
H (-15.651, -33.047, -0.164)  0.00
H (-14.567, -32.690, -1.599)  0.00
H (-16.300, -32.214, -1.426)  0.00
H (-13.592, -29.391, -0.823)  0.00
H (-13.832, -30.421, -2.251)  0.00
H (-16.077, -29.900, -2.562)  0.00
H (-15.099, -28.671, -2.931)  0.00
H (-17.066, -27.941, -1.470)  0.00
H (-15.673, -27.750, -0.567)  0.00
H (-16.542, -27.779, 1.490)  0.00
H (-18.089, -27.752, 0.758)  0.00
H (-17.622, -28.988, 2.069)  0.00
H (-18.803, -30.611, 0.260)  0.00
H (-18.685, -29.419, -1.088)  0.00
H (-17.749, -30.872, -1.199)  0.00
H (-12.828, -31.962, 0.160)  0.00
H (-13.816, -31.897, 1.580)  0.00
H (-13.119, -30.477, 1.080)  0.00
H (-16.805, -31.839, 1.379)  0.00
O (-12.610, -25.359, 6.874)  0.01
H (-12.499, -26.231, 6.495)  0.00
H (-12.269, -25.438, 7.764)  0.00
O (-18.190, -29.637, 8.411)  0.00
H (-17.537, -30.337, 8.416)  0.00
H (-18.673, -29.765, 7.594)  0.00
O (-18.480, -31.032, 5.758)  0.00
H (-19.186, -30.551, 5.327)  0.00
H (-17.694, -30.514, 5.583)  0.00
C (-14.325, -23.068, 2.826)  0.00
C (-13.740, -24.469, 2.538)  0.00
C (-14.595, -25.533, 3.121)  0.00
O (-13.634, -24.617, 1.093)  0.00
H (-14.422, -22.921, 3.902)  0.00
H (-15.257, -23.086, 2.262)  0.00
H (-13.579, -22.347, 2.492)  0.00
H (-12.766, -24.386, 3.020)  0.00
H (-15.458, -25.904, 2.568)  0.00
H (-14.924, -25.092, 4.062)  0.00
H (-13.932, -26.335, 3.445)  0.00
H (-12.747, -24.315, 0.883)  0.00
C (-20.153, -27.723, 2.832)  0.00
C (-21.096, -28.302, 3.827)  0.00
C (-22.497, -28.291, 3.400)  0.00
O (-20.635, -29.581, 4.209)  0.00
H (-19.193, -27.830, 3.337)  0.00
H (-20.458, -26.679, 2.759)  0.00
H (-20.133, -28.057, 1.794)  0.00
H (-21.056, -27.805, 4.796)  0.00
H (-23.016, -27.386, 3.718)  0.00
H (-23.082, -29.142, 3.748)  0.00
H (-22.472, -28.364, 2.313)  0.00
H (-21.199, -29.777, 4.960)  0.00

Summary:
- charge = +2
- highest occupied orbital energy (alpha / beta) (eV) = -11.25 / -11.25
- 2S+1 = 8
- <S²> = 15.7794

=====

# 2
The following is a DFT calculation (wB97M-V/def2-TZVPD) of a molecular structure, C28H69AsF9O26S8 in a non-equilibrium geometry.

Each line ends with the Löwdin charge.
Cartesian coordinates (Å):
As (-1.405, 0.363, 0.987)  0.87
F (0.112, 1.244, 1.430)  -0.33
F (-2.261, 1.930, 1.323)  -0.33
F (-2.995, -0.310, 0.610)  -0.29
F (-0.470, -1.171, 0.696)  -0.32
F (-1.440, -0.035, 2.741)  -0.32
F (-1.082, 0.877, -0.657)  -0.29
O (-3.904, -6.944, -6.235)  -0.31
S (-4.152, -5.619, -5.669)  0.65
O (-5.129, -4.745, -6.313)  -0.29
O (-4.577, -5.840, -4.114)  -0.28
C (-4.443, -7.139, -3.498)  -0.27
C (-5.268, -7.349, -2.236)  -0.07
C (-2.615, -4.810, -5.229)  -0.11
H (-3.397, -7.307, -3.244)  0.12
H (-4.799, -7.923, -4.166)  0.11
H (-5.919, -6.485, -2.108)  0.08
H (-4.569, -7.358, -1.399)  0.07
H (-5.901, -8.234, -2.174)  0.08
H (-1.916, -4.726, -6.061)  0.07
H (-2.175, -5.369, -4.402)  0.07
H (-2.907, -3.782, -5.015)  0.08
O (5.638, 6.493, 6.359)  -0.29
S (6.371, 6.658, 5.123)  0.69
O (6.409, 7.945, 4.429)  -0.31
O (7.952, 6.146, 5.393)  -0.27
C (8.872, 6.082, 4.348)  -0.31
C (10.291, 6.183, 5.002)  -0.06
C (5.757, 5.329, 3.920)  -0.08
H (8.766, 6.943, 3.688)  0.11
H (8.868, 5.182, 3.734)  0.12
H (10.334, 6.983, 5.741)  0.08
H (11.124, 6.222, 4.299)  0.07
H (10.499, 5.297, 5.603)  0.07
H (4.672, 5.401, 3.995)  0.06
H (6.131, 4.383, 4.310)  0.06
H (6.113, 5.514, 2.906)  0.06
O (9.761, 3.388, -2.717)  -0.30
S (9.134, 2.475, -3.678)  0.73
O (9.023, 0.998, -3.446)  -0.33
O (7.572, 2.951, -4.007)  -0.29
C (6.692, 2.140, -4.790)  -0.30
C (5.389, 2.766, -5.161)  -0.05
C (9.907, 2.864, -5.388)  -0.09
H (6.833, 1.148, -4.361)  0.12
H (7.257, 1.950, -5.702)  0.09
H (4.896, 2.226, -5.969)  0.09
H (5.372, 3.828, -5.406)  0.09
H (4.870, 2.682, -4.206)  0.08
H (9.332, 2.607, -6.277)  0.06
H (10.924, 2.488, -5.280)  0.06
H (10.088, 3.938, -5.413)  0.06
O (-5.428, 7.098, -6.695)  -0.31
S (-5.943, 5.827, -7.205)  0.70
O (-7.084, 5.125, -6.579)  -0.30
O (-6.223, 5.882, -8.900)  -0.31
C (-5.248, 6.503, -9.785)  -0.25
C (-6.108, 7.384, -10.816)  -0.04
C (-4.557, 4.710, -7.264)  -0.13
H (-4.586, 5.707, -10.125)  0.11
H (-4.499, 7.122, -9.291)  0.10
H (-6.351, 8.339, -10.350)  0.07
H (-6.971, 6.749, -11.019)  0.07
H (-5.557, 7.543, -11.743)  0.06
H (-3.664, 5.328, -7.363)  0.08
H (-4.893, 3.867, -7.867)  0.08
H (-4.541, 4.356, -6.234)  0.07
O (6.006, -6.531, -5.838)  -0.33
S (4.675, -5.882, -5.870)  0.71
O (4.398, -4.589, -6.481)  -0.29
O (3.588, -6.993, -6.547)  -0.28
C (3.766, -8.337, -6.027)  -0.24
C (3.222, -9.224, -7.264)  -0.06
C (4.130, -5.805, -4.102)  -0.11
H (3.092, -8.529, -5.193)  0.10
H (4.805, -8.565, -5.789)  0.11
H (3.433, -10.285, -7.137)  0.06
H (3.891, -8.988, -8.091)  0.07
H (2.203, -9.122, -7.638)  0.07
H (4.922, -5.371, -3.492)  0.07
H (3.809, -6.752, -3.670)  0.06
H (3.247, -5.169, -4.031)  0.07
O (-0.413, 10.066, -0.287)  -0.30
S (-1.450, 11.032, 0.075)  0.68
O (-1.541, 11.599, 1.400)  -0.30
O (-1.557, 12.348, -0.949)  -0.27
C (-1.402, 12.020, -2.326)  -0.31
C (-1.907, 13.149, -3.188)  -0.07
C (-3.087, 10.181, -0.286)  -0.07
H (-1.799, 11.076, -2.699)  0.12
H (-0.325, 11.947, -2.476)  0.12
H (-2.466, 12.662, -3.987)  0.07
H (-1.250, 13.773, -3.794)  0.07
H (-2.500, 13.860, -2.613)  0.08
H (-2.728, 9.220, -0.654)  0.06
H (-3.543, 10.854, -1.012)  0.05
H (-3.638, 10.176, 0.655)  0.06
O (-1.994, 0.913, 9.687)  -0.30
S (-1.571, 2.217, 10.245)  0.69
O (-2.501, 3.125, 10.894)  -0.29
O (-0.340, 2.076, 11.329)  -0.28
C (0.596, 1.102, 11.180)  -0.31
C (2.021, 1.795, 11.126)  -0.05
C (-0.549, 3.105, 9.017)  -0.10
H (0.539, 0.616, 10.206)  0.11
H (0.521, 0.411, 12.020)  0.12
H (2.831, 1.086, 10.957)  0.07
H (2.276, 2.346, 12.032)  0.07
H (2.096, 2.471, 10.274)  0.06
H (-0.392, 4.080, 9.479)  0.08
H (-1.254, 3.264, 8.202)  0.07
H (0.269, 2.509, 8.610)  0.07
O (-8.464, -7.127, 5.731)  -0.30
S (-8.423, -5.812, 6.335)  0.67
O (-9.700, -5.141, 6.500)  -0.29
O (-7.546, -5.732, 7.784)  -0.24
C (-6.624, -6.672, 8.180)  -0.35
C (-7.222, -7.770, 8.992)  -0.08
C (-7.399, -4.732, 5.301)  -0.11
H (-5.759, -6.181, 8.626)  0.13
H (-6.014, -7.092, 7.380)  0.12
H (-6.587, -8.558, 9.395)  0.08
H (-7.992, -8.433, 8.597)  0.08
H (-7.632, -7.235, 9.848)  0.08
H (-7.318, -3.796, 5.852)  0.07
H (-7.945, -4.520, 4.382)  0.07
H (-6.441, -5.164, 5.011)  0.07
C (-0.851, -7.372, 3.159)  -0.07
C (0.370, -8.190, 2.997)  -0.22
O (0.088, -9.623, 3.056)  0.03
C (0.252, -10.282, 1.893)  -0.34
O (0.632, -9.828, 0.823)  0.14
C (-0.354, -11.738, 1.970)  -0.49
F (0.641, -12.658, 1.943)  0.14
F (-1.065, -12.054, 3.100)  0.13
F (-1.103, -11.847, 0.870)  0.17
H (-1.631, -8.048, 3.508)  0.08
H (-1.238, -7.120, 2.172)  0.08
H (-0.721, -6.454, 3.732)  0.09
H (1.146, -8.025, 3.743)  0.13
H (0.788, -7.750, 2.091)  0.12

Summary:
- charge = -1
- highest occupied orbital energy (eV) = -8.92

=====

# 3
The following is a DFT calculation (wB97M-V/def2-TZVPD) of a molecular structure, C28H70F4Li2N2O22S4 in a non-equilibrium geometry.

Each line ends with the Löwdin charge.
Cartesian coordinates (Å):
Li (2.442, 1.034, 0.444)  0.57
Li (1.088, -0.966, -0.148)  0.58
N (1.100, 0.307, 1.495)  -0.37
S (1.380, -0.103, 3.142)  0.59
O (0.509, -0.913, 3.907)  -0.21
O (2.139, 0.958, 3.816)  -0.24
F (2.558, -1.198, 2.799)  -0.21
S (-0.184, 0.960, 1.938)  0.42
O (-0.124, 2.279, 2.608)  -0.23
O (-1.357, 0.136, 1.994)  -0.22
F (-0.309, 1.537, 0.428)  -0.22
N (2.455, -0.129, -1.176)  -0.37
S (4.001, -1.018, -1.243)  0.61
O (5.205, -0.245, -0.938)  -0.25
O (4.064, -2.183, -2.156)  -0.23
F (3.753, -1.717, 0.150)  -0.18
S (2.684, 0.118, -2.702)  0.51
O (2.129, -0.985, -3.534)  -0.29
O (3.796, 0.980, -3.211)  -0.25
F (1.442, 1.170, -2.812)  -0.21
C (-3.381, 2.324, 0.613)  -0.13
O (-2.771, 2.908, 1.699)  -0.22
C (-3.527, 3.948, 2.334)  -0.18
C (-2.660, 4.511, 3.448)  -0.18
O (-3.565, 5.364, 4.183)  -0.19
C (-3.134, 5.701, 5.506)  -0.10
H (-4.389, 2.079, 0.951)  0.08
H (-2.890, 1.403, 0.300)  0.06
H (-3.419, 3.092, -0.159)  0.09
H (-4.451, 3.568, 2.770)  0.12
H (-3.872, 4.712, 1.636)  0.13
H (-1.942, 5.176, 2.967)  0.12
H (-2.035, 3.765, 3.938)  0.12
H (-3.107, 4.875, 6.216)  0.08
H (-3.761, 6.477, 5.946)  0.08
H (-2.094, 6.015, 5.409)  0.08
C (1.590, -4.003, 1.313)  0.01
O (1.092, -2.970, 0.309)  -0.28
C (0.141, -3.549, -0.613)  -0.13
C (-0.320, -2.526, -1.757)  -0.17
O (-0.402, -1.187, -1.344)  -0.25
C (-1.154, -0.435, -2.226)  -0.09
H (2.242, -3.478, 2.011)  0.08
H (2.102, -4.844, 0.845)  0.09
H (0.719, -4.458, 1.784)  0.07
H (-0.703, -4.003, -0.093)  0.11
H (0.717, -4.368, -1.045)  0.13
H (-1.308, -2.870, -2.063)  0.11
H (0.356, -2.708, -2.592)  0.10
H (-1.244, 0.563, -1.799)  0.10
H (-2.186, -0.786, -2.241)  0.08
H (-0.754, -0.507, -3.238)  0.10
C (-5.579, -4.354, -0.084)  -0.12
O (-4.571, -3.860, -0.924)  -0.15
C (-4.313, -2.476, -0.878)  -0.20
C (-3.724, -1.924, 0.445)  -0.17
O (-4.657, -2.075, 1.522)  -0.19
C (-5.591, -1.003, 1.579)  -0.09
H (-5.344, -4.369, 0.981)  0.09
H (-5.909, -5.349, -0.382)  0.09
H (-6.554, -3.885, -0.215)  0.09
H (-5.221, -1.912, -1.091)  0.12
H (-3.552, -2.162, -1.592)  0.09
H (-3.367, -0.897, 0.370)  0.10
H (-2.912, -2.632, 0.613)  0.11
H (-5.990, -1.004, 2.593)  0.09
H (-6.406, -1.117, 0.864)  0.08
H (-5.174, -0.005, 1.446)  0.07
C (0.803, -5.249, 7.682)  -0.12
O (0.156, -5.379, 6.427)  -0.19
C (0.303, -4.158, 5.645)  -0.18
C (-0.990, -4.146, 4.833)  -0.15
O (-0.883, -5.235, 3.817)  -0.20
C (-1.895, -5.210, 2.841)  -0.13
H (1.776, -4.772, 7.568)  0.08
H (0.919, -6.177, 8.241)  0.09
H (0.179, -4.584, 8.279)  0.08
H (1.179, -4.170, 4.997)  0.12
H (0.315, -3.249, 6.246)  0.12
H (-1.047, -3.204, 4.288)  0.10
H (-1.875, -4.094, 5.467)  0.13
H (-2.919, -5.206, 3.213)  0.09
H (-1.732, -6.139, 2.295)  0.09
H (-1.733, -4.322, 2.230)  0.06
C (2.367, 4.074, 0.895)  -0.08
O (2.731, 2.947, 0.132)  -0.25
C (4.178, 2.985, -0.042)  -0.16
C (5.008, 2.561, 1.202)  -0.15
O (4.463, 1.265, 1.548)  -0.28
C (5.257, 0.600, 2.567)  -0.05
H (2.708, 4.101, 1.930)  0.10
H (1.292, 3.913, 0.975)  0.09
H (2.628, 5.010, 0.401)  0.10
H (4.585, 3.968, -0.279)  0.13
H (4.428, 2.356, -0.896)  0.11
H (4.867, 3.308, 1.984)  0.13
H (6.030, 2.359, 0.879)  0.14
H (4.875, -0.372, 2.880)  0.08
H (5.232, 1.337, 3.370)  0.10
H (6.218, 0.423, 2.084)  0.09
C (3.028, 8.588, -3.475)  -0.12
O (2.214, 7.531, -3.047)  -0.17
C (2.939, 6.348, -2.740)  -0.18
C (1.901, 5.184, -2.705)  -0.21
O (0.927, 5.506, -1.751)  -0.19
C (-0.154, 4.554, -1.755)  -0.07
H (3.171, 8.467, -4.548)  0.09
H (3.964, 8.759, -2.944)  0.09
H (2.497, 9.540, -3.441)  0.08
H (3.402, 6.344, -1.754)  0.11
H (3.670, 6.073, -3.500)  0.12
H (2.264, 4.208, -2.382)  0.11
H (1.461, 5.040, -3.692)  0.12
H (0.260, 3.591, -1.454)  0.07
H (-0.570, 4.533, -2.763)  0.09
H (-1.022, 4.753, -1.127)  0.09
C (0.940, -2.665, -9.204)  -0.11
O (0.974, -3.047, -7.831)  -0.17
C (0.215, -2.219, -6.898)  -0.17
C (0.347, -2.883, -5.548)  -0.21
O (-0.099, -4.265, -5.629)  -0.17
C (-1.183, -4.495, -4.641)  -0.06
H (1.892, -2.909, -9.676)  0.08
H (0.891, -1.579, -9.294)  0.08
H (0.181, -3.079, -9.867)  0.08
H (-0.829, -2.168, -7.205)  0.13
H (0.616, -1.219, -6.733)  0.12
H (-0.070, -2.308, -4.721)  0.09
H (1.400, -2.907, -5.266)  0.12
H (-1.979, -3.801, -4.911)  0.09
H (-0.899, -4.287, -3.610)  0.05
H (-1.561, -5.518, -4.641)  0.09

Summary:
- highest occupied orbital energy (eV) = -9.50
- energy above the lowest of the compared OMol25 structures with the same formula, charge and spin (kcal/mol) = 76.44